# C24H56BINO5

A cluster of 4 separate species, C24H56BINO5 in total in a non-equilibrium geometry (the ωB97M-V functional and the def2-TZVPD basis, OMol25).

Properties
HOMO energy (eV): -3.46
Total charge: -1
E_tot (Ha): -1701.5376
HOMO-LUMO gap (hartree): 0.2087
Relative energy (zero: lowest compared OMol25 entry of this formula, charge and spin) (kcal per mole): 0.0
Largest force on an atom (eV/Å): 2.2

Atoms and positions in Å:
I: -0.601382 0.727575 0.650245
O: -2.943863 1.909517 3.465612
O: 0.512977 -2.730397 -5.008418
O: -5.862727 -1.984681 4.894932
O: 5.405638 -0.113732 -1.031062
O: 3.742062 -1.801183 -0.960129
N: 5.478939 2.755538 -4.229903
C: 1.711368 -0.659276 -0.769376
C: -2.121566 3.950439 4.564861
C: 4.278072 1.902017 -1.363518
C: 0.380968 -3.050352 -6.377447
C: -2.536298 3.254218 3.279379
C: -4.054317 1.700601 4.317860
C: 1.862307 -4.691928 -4.378134
C: 4.285202 3.235492 -3.489649
C: -7.188912 -1.752393 4.460817
C: -5.046752 -2.757412 4.027681
C: 0.100741 0.590229 -2.321342
C: -5.329183 2.382388 3.850301
C: 3.177141 -0.530435 -1.228531
C: -8.002467 -3.018359 4.250840
C: 4.311040 0.643389 0.873235
C: -4.865378 -2.148143 2.649064
C: 3.638154 2.032113 -2.747154
C: 0.841374 0.612507 -0.962510
C: 4.156938 0.518903 -0.651025
C: -0.834402 -3.904758 -6.699044
C: 0.646322 -3.822035 -4.113057
C: 2.580421 2.455157 1.584655
C: 3.102890 1.020050 1.749406
C: 3.492797 3.516396 2.241883
B: 5.226519 -1.593918 -1.106278
H: 5.056229 1.432323 1.027029
H: -4.211867 0.621445 4.336799
H: -2.945215 4.023113 5.277515
H: 1.929732 -5.479350 -3.626985
H: 0.182046 -0.381421 -2.805715
H: 0.294484 -2.093469 -6.894007
H: -4.440669 -1.146137 2.728448
H: 1.617042 -1.086472 0.226071
H: -8.033622 -3.607630 5.168806
H: -0.901459 -4.072883 -7.775321
H: 1.614915 2.502567 2.094959
H: 3.123328 3.763197 3.238576
H: 3.568338 3.733866 -4.147011
H: -7.583733 -3.649005 3.465908
H: -4.193435 -2.762838 2.049926
H: -0.270534 -4.423765 -4.105289
H: 1.819190 -5.169862 -5.359258
H: 4.761196 -0.263121 1.273566
H: -3.318613 3.822317 2.762924
H: 3.104235 -0.502710 -2.325804
H: -3.809695 1.997429 5.344281
H: 2.772935 -4.093384 -4.336890
H: -5.591808 2.048689 2.844792
H: 4.662686 3.917406 -2.726071
H: 2.261642 0.333009 1.662636
H: -1.683081 3.213422 2.602046
H: 4.524012 3.175658 2.332453
H: -1.747464 -3.408255 -6.366076
H: 1.296515 -3.524603 -6.749260
H: -1.778695 4.963241 4.348915
H: 0.558752 1.324604 -2.986809
H: -9.024235 -2.764643 3.964705
H: 1.275479 -1.409121 -1.433843
H: -0.947032 0.855996 -2.196554
H: -1.311757 3.402368 5.048785
H: 5.248689 2.676496 -5.214276
H: 3.466296 4.432335 1.647900
H: -7.652189 -1.153040 5.245825
H: -4.077596 -2.824733 4.521861
H: -0.790295 -4.879381 -6.211423
H: -5.228400 3.468378 3.823255
H: 3.945737 2.723632 -0.718684
H: 3.437846 0.947140 2.792830
H: 0.736981 -3.377089 -3.122141
H: 2.561679 2.213661 -2.674844
H: -5.430836 -3.781031 3.952708
H: 6.220989 3.443507 -4.176714
H: 1.498549 1.477448 -0.979608
H: 5.349088 2.043311 -1.507814
H: -5.810272 -2.065775 2.109263
H: -7.191531 -1.135978 3.554609
H: 3.841785 1.164020 -3.367463
H: 5.728070 -2.066151 -0.063699
H: 2.381386 2.736100 0.552079
H: 5.741881 -2.122303 -2.076590
H: -6.152316 2.139943 4.524482

Atoms 1-2, force components in eV/Å:
I 0.1 0.2 -0.1
O 0.1 -0.1 -0.1

Charges in e, computed with Mulliken, in the same order as the atoms: atom 1 (I): 0.123, atom 2 (O): -0.314, atom 3 (O): -0.360, atom 4 (O): -0.444, atom 5 (O): -0.988, atom 6 (O): -0.943, atom 7 (N): -0.516, atom 8 (C): -1.489, atom 9 (C): -1.134, atom 10 (C): -1.366, atom 11 (C): -0.358, atom 12 (C): -0.209, atom 13 (C): -0.199, atom 14 (C): -1.190, atom 15 (C): -0.916, atom 16 (C): -0.214, atom 17 (C): -0.379, atom 18 (C): -0.780, atom 19 (C): -1.125, atom 20 (C): 0.283, atom 21 (C): -1.142, atom 22 (C): -2.057, atom 23 (C): -0.848, atom 24 (C): 0.041, atom 25 (C): 0.888, atom 26 (C): 1.915, atom 27 (C): -1.038, atom 28 (C): -0.197, atom 29 (C): 0.365, atom 30 (C): -0.400, atom 31 (C): -1.536, atom 32 (B): 1.445, atom 33 (H): 0.244, atom 34 (H): 0.133, atom 35 (H): 0.299, atom 36 (H): 0.391, atom 37 (H): 0.074, atom 38 (H): 0.322, atom 39 (H): 0.144, atom 40 (H): 0.710, atom 41 (H): 0.296, atom 42 (H): 0.385, atom 43 (H): 0.068, atom 44 (H): 0.437, atom 45 (H): 0.384, atom 46 (H): 0.278, atom 47 (H): 0.392, atom 48 (H): 0.286, atom 49 (H): 0.322, atom 50 (H): 0.335, atom 51 (H): 0.267, atom 52 (H): 0.215, atom 53 (H): 0.294, atom 54 (H): 0.329, atom 55 (H): 0.250, atom 56 (H): 0.409, atom 57 (H): 0.225, atom 58 (H): 0.235, atom 59 (H): 0.275, atom 60 (H): 0.284, atom 61 (H): 0.313, atom 62 (H): 0.391, atom 63 (H): 0.237, atom 64 (H): 0.399, atom 65 (H): -0.063, atom 66 (H): 0.398, atom 67 (H): 0.299, atom 68 (H): 0.197, atom 69 (H): 0.366, atom 70 (H): 0.352, atom 71 (H): 0.333, atom 72 (H): 0.272, atom 73 (H): 0.385, atom 74 (H): 0.257, atom 75 (H): 0.452, atom 76 (H): 0.233, atom 77 (H): -0.136, atom 78 (H): 0.356, atom 79 (H): 0.202, atom 80 (H): -0.536, atom 81 (H): 0.703, atom 82 (H): 0.254, atom 83 (H): 0.256, atom 84 (H): 0.379, atom 85 (H): -0.425, atom 86 (H): -0.094, atom 87 (H): -0.357, atom 88 (H): 0.376